[1]
# C95H125F15N23O24S5

A 18-piece molecular cluster, C95H125F15N23O24S5 overall (the ωB97M-V functional and the def2-TZVPD basis, the OMol25 dataset).

The value obtained for the HOMO energy is -15.65 eV. As for the charge: +7.

```
287
C95H125F15N23O24S5 (the ωB97M-V functional and the def2-TZVPD basis)
C -8.82 -0.91 -4.40
N -10.09 -0.25 -4.10
C -10.24 1.08 -4.23
C -11.55 1.58 -4.12
C -12.66 0.80 -3.84
C -12.38 -0.51 -3.62
C -11.16 -0.98 -3.75
C -14.04 1.29 -3.53
C -14.24 2.60 -3.21
C -15.51 3.04 -2.77
N -16.52 2.21 -2.64
C -16.41 0.94 -3.04
C -15.16 0.45 -3.48
C -17.84 2.71 -1.98
H -8.19 -0.95 -3.51
H -8.37 -0.25 -5.12
H -9.07 -1.91 -4.67
H -9.34 1.61 -4.34
H -11.58 2.67 -4.17
H -13.12 -1.26 -3.40
H -10.84 -2.00 -3.64
H -13.39 3.20 -3.18
H -15.66 4.11 -2.53
H -17.33 0.33 -2.96
H -15.07 -0.59 -3.70
H -17.62 3.67 -1.58
H -18.15 2.08 -1.12
H -18.60 2.65 -2.75
C -0.24 -0.09 -8.27
N 0.62 -1.15 -7.62
C 1.96 -1.00 -7.74
C 2.87 -1.87 -7.11
C 2.30 -2.83 -6.24
C 0.91 -2.88 -6.07
C 0.08 -2.04 -6.76
C 3.11 -3.86 -5.64
C 3.79 -4.80 -6.48
C 4.45 -5.90 -5.96
N 4.41 -6.04 -4.64
C 3.79 -5.17 -3.81
C 3.22 -4.05 -4.26
C 5.17 -7.21 -4.04
H -1.24 -0.52 -8.36
H 0.27 0.08 -9.19
H -0.31 0.75 -7.53
H 2.27 -0.26 -8.42
H 3.90 -1.84 -7.43
H 0.40 -3.61 -5.38
H -1.01 -2.15 -6.69
H 3.73 -4.75 -7.53
H 5.06 -6.51 -6.60
H 3.82 -5.48 -2.80
H 2.82 -3.36 -3.54
H 6.19 -6.99 -3.95
H 4.96 -8.04 -4.73
H 4.69 -7.42 -3.09
C -2.38 3.27 -1.76
N -2.40 3.71 -3.20
C -3.56 3.96 -3.73
C -3.62 4.53 -5.04
C -2.44 4.74 -5.70
C -1.22 4.34 -5.14
C -1.23 3.81 -3.86
C -2.41 5.44 -7.00
C -2.15 4.71 -8.15
C -2.04 5.37 -9.40
N -2.18 6.71 -9.45
C -2.55 7.41 -8.37
C -2.62 6.79 -7.14
C -2.18 7.46 -10.68
H -1.70 2.49 -1.66
H -3.36 2.98 -1.45
H -2.19 4.11 -1.13
H -4.41 3.63 -3.16
H -4.62 4.85 -5.45
H -0.25 4.63 -5.60
H -0.32 3.51 -3.31
H -2.19 3.58 -8.21
H -1.91 4.81 -10.34
H -2.63 8.48 -8.48
H -2.86 7.49 -6.29
H -1.60 7.09 -11.48
H -1.80 8.46 -10.53
H -3.16 7.53 -11.01
C -2.31 -3.44 11.46
N -3.13 -3.21 10.21
C -3.35 -1.95 9.81
C -3.98 -1.75 8.62
C -4.31 -2.81 7.80
C -4.07 -4.12 8.24
C -3.51 -4.24 9.46
C -4.99 -2.67 6.52
C -6.31 -2.26 6.48
C -6.92 -2.20 5.26
N -6.28 -2.40 4.11
C -4.98 -2.67 4.15
C -4.28 -2.82 5.29
C -6.97 -2.60 2.84
H -2.72 -2.75 12.19
H -1.27 -3.23 11.15
H -2.38 -4.50 11.71
H -3.03 -1.22 10.52
H -4.21 -0.78 8.27
H -4.38 -4.91 7.68
H -3.25 -5.20 9.91
H -6.99 -2.21 7.37
H -7.97 -2.04 5.28
H -4.52 -2.79 3.18
H -3.22 -3.08 5.32
H -6.92 -3.63 2.61
H -6.50 -2.00 2.03
H -8.04 -2.33 2.93
C -3.09 -1.92 -3.19
N -2.22 -1.73 -2.03
C -1.00 -1.23 -2.07
C -0.17 -1.25 -0.97
C -0.76 -1.75 0.17
C -1.98 -2.47 0.21
C -2.71 -2.37 -0.95
C 0.03 -1.64 1.42
C 1.40 -1.85 1.34
C 2.19 -1.48 2.36
N 1.63 -0.89 3.41
C 0.32 -0.71 3.59
C -0.54 -1.15 2.58
C 2.53 -0.38 4.49
H -3.87 -1.19 -3.15
H -3.53 -2.92 -3.16
H -2.57 -1.85 -4.13
H -0.72 -0.83 -3.02
H 0.79 -0.72 -0.96
H -2.31 -2.96 1.11
H -3.60 -2.89 -1.16
H 1.84 -2.25 0.37
H 3.25 -1.60 2.33
H 0.11 -0.08 4.44
H -1.61 -0.92 2.64
H 2.46 0.70 4.44
H 3.56 -0.63 4.23
H 2.18 -0.70 5.43
C 2.24 -3.13 10.26
C 3.71 -3.34 10.22
N 4.29 -2.43 9.22
C 4.57 -1.07 9.37
C 5.11 -0.62 8.18
N 5.17 -1.67 7.32
C 4.63 -2.76 7.94
C 5.81 -1.60 6.00
H 1.64 -3.41 9.41
H 2.07 -2.04 10.45
H 1.75 -3.57 11.13
H 4.00 -4.35 9.91
H 4.24 -3.05 11.18
H 4.58 -0.59 10.33
H 5.67 0.29 7.90
H 4.43 -3.76 7.50
H 5.61 -0.64 5.54
H 5.45 -2.42 5.42
H 6.91 -1.71 6.11
C -7.16 -6.87 -4.16
C -6.79 -7.33 -2.74
N -5.35 -7.12 -2.50
C -4.30 -7.04 -3.41
C -3.23 -6.74 -2.69
N -3.59 -6.74 -1.33
C -4.89 -6.89 -1.30
C -2.72 -6.58 -0.26
H -6.65 -7.62 -4.78
H -6.87 -5.86 -4.42
H -8.25 -6.98 -4.33
H -7.02 -8.41 -2.52
H -7.44 -6.75 -2.04
H -4.39 -7.19 -4.49
H -2.21 -6.57 -3.08
H -5.42 -6.67 -0.43
H -2.88 -5.60 0.22
H -1.64 -6.70 -0.60
H -2.96 -7.31 0.47
C 4.48 10.74 3.12
C 5.05 12.06 3.57
N 6.52 12.07 3.37
C 7.40 10.99 3.56
C 8.64 11.41 3.15
N 8.44 12.66 2.61
C 7.18 12.99 2.78
C 9.46 13.53 2.02
H 4.56 10.75 2.02
H 3.47 10.66 3.49
H 5.05 9.88 3.49
H 4.93 12.13 4.66
H 4.65 12.95 3.08
H 7.15 10.15 4.21
H 9.67 10.97 3.18
H 6.74 13.86 2.34
H 9.20 14.09 1.11
H 10.28 12.84 1.78
H 9.78 14.26 2.73
C 12.46 -2.10 5.42
C 13.66 -1.65 4.59
N 14.86 -1.65 5.38
C 15.72 -2.73 5.60
C 16.72 -2.35 6.40
N 16.54 -1.00 6.66
C 15.41 -0.62 6.06
C 17.38 -0.13 7.53
H 11.58 -1.95 4.76
H 12.48 -1.40 6.29
H 12.56 -3.12 5.81
H 13.42 -0.60 4.42
H 13.75 -2.05 3.55
H 15.31 -3.71 5.32
H 17.60 -2.84 6.74
H 14.99 0.37 5.94
H 17.87 -0.76 8.26
H 16.64 0.56 7.94
H 18.14 0.20 6.83
C 5.97 0.28 -2.61
C 6.13 1.27 -1.43
N 7.08 2.32 -1.75
C 8.15 2.75 -0.91
C 8.65 3.93 -1.43
N 7.86 4.23 -2.57
C 6.92 3.27 -2.68
C 7.79 5.53 -3.27
H 5.43 0.75 -3.47
H 5.23 -0.49 -2.34
H 6.95 -0.10 -2.89
H 6.53 0.77 -0.53
H 5.14 1.68 -1.27
H 8.37 2.21 0.00
H 9.39 4.52 -1.05
H 6.00 3.27 -3.31
H 8.69 5.79 -3.74
H 7.56 6.23 -2.48
H 6.88 5.52 -3.93
C 2.06 2.07 -3.50
F 0.96 1.58 -2.82
F 2.05 3.40 -3.52
F 3.14 1.68 -2.92
S 2.13 1.25 -5.24
O 3.53 1.19 -5.57
O 1.45 0.02 -5.07
O 1.42 2.17 -6.11
C 7.16 -2.57 2.11
F 6.48 -3.14 1.12
F 6.97 -3.31 3.19
F 8.45 -2.68 1.82
S 6.58 -0.85 2.51
O 7.50 -0.25 3.45
O 6.58 -0.26 1.17
O 5.27 -1.09 3.07
C -0.31 -5.04 7.29
F -0.15 -5.68 6.17
F -1.40 -5.52 7.78
F 0.69 -5.43 8.17
S -0.38 -3.23 7.32
O -0.64 -2.82 8.72
O 0.90 -2.73 6.80
O -1.58 -2.96 6.45
C -8.02 3.02 -1.41
F -7.86 4.34 -1.55
F -7.65 2.69 -0.20
F -9.33 2.64 -1.58
S -7.00 2.08 -2.56
O -7.39 0.68 -2.40
O -7.42 2.62 -3.82
O -5.65 2.35 -2.12
C -4.81 0.29 -5.68
F -5.21 0.10 -6.94
F -5.38 1.41 -5.27
F -5.28 -0.75 -4.94
S -3.01 0.44 -5.57
O -2.62 0.79 -4.20
O -2.61 -0.86 -6.02
O -2.77 1.48 -6.56
N 1.79 1.65 1.00
O 2.36 1.69 -0.11
O 2.39 1.94 2.02
O 0.55 1.27 1.03
N -5.22 -3.61 0.15
O -5.37 -2.39 0.33
O -5.19 -4.02 -1.05
O -5.15 -4.40 1.09
N 0.10 -4.61 -2.80
O 0.52 -4.22 -1.72
O -1.08 -4.57 -3.08
O 0.90 -5.03 -3.68
```

Löwdin atomic charge list, values in e, 99 entries: 0.05, -0.05, 0.06, 0.08, -0.10, 0.01, 0.00, -0.12, 0.06, 0.02, -0.07, 0.04, 0.06, 0.10, 0.09, 0.11, 0.10, 0.11, 0.13, 0.14, 0.15, 0.11, 0.17, 0.17, 0.12, 0.09, 0.12, 0.12, 0.06, -0.06, 0.00, 0.07, -0.14, 0.06, 0.00, -0.11, 0.07, 0.00, -0.07, 0.00, 0.03, 0.07, 0.10, 0.09, 0.10, 0.14, 0.14, 0.13, 0.13, 0.12, 0.15, 0.14, 0.14, 0.10, 0.12, 0.10, 0.08, -0.05, 0.01, 0.08, -0.17, 0.07, 0.03, -0.15, 0.07, 0.06, -0.08, 0.01, 0.05, 0.02, 0.08, 0.08, 0.11, 0.11, 0.17, 0.15, 0.13, 0.16, 0.17, 0.15, 0.16, 0.11, 0.12, 0.10, 0.07, -0.07, 0.02, 0.06, -0.14, 0.06, -0.01, -0.12, 0.05, 0.01, -0.06, -0.01, 0.08, 0.02, 0.11

[2]
# C2H6N2O2S

C2H6N2O2S as an isolated structure (the ωB97M-V functional and the def2-TZVPD basis, the OMol25 dataset).

The value obtained for the HOMO energy is -8.09 eV. As for the relative energy (zero: lowest compared OMol25 entry of this formula, charge and spin): 104.85 kcal per mole.

```
13
C2H6N2O2S (the ωB97M-V functional and the def2-TZVPD basis)
C 0.16 1.32 -0.76
C -0.98 0.18 1.10
N -0.33 -1.03 -0.86
N -0.21 0.14 -0.15
O 0.13 2.43 -0.18
O 1.96 -1.46 -0.27
S 2.06 -0.13 0.37
H 0.28 1.13 -1.83
H -0.51 -0.62 1.83
H -0.72 1.26 1.55
H -2.01 -0.02 0.76
H 0.73 -1.31 -1.21
H -0.55 -1.87 -0.36
```

natural (NBO) charges in e: 0.50, -0.46, -0.64, -0.26, -0.58, -0.87, 0.61, 0.16, 0.23, 0.27, 0.22, 0.42, 0.39

[3]
# F4InN2O8S4

F4InN2O8S4 as an isolated structure (the ωB97M-V functional and the def2-TZVPD basis, the OMol25 dataset).

The value obtained for the HOMO energy is -16.50 eV. As for the charge: +1. As for the relative energy (zero: lowest compared OMol25 entry of this formula, charge and spin): 141.15 kcal per mole.

```
19
F4InN2O8S4 (the ωB97M-V functional and the def2-TZVPD basis)
In -0.05 -0.11 -0.53
N -1.64 0.01 -0.20
S -2.71 1.12 0.08
O -2.93 1.67 1.42
O -3.81 1.23 -0.85
F -1.88 2.42 -0.44
S -2.61 -1.19 0.54
O -3.48 -1.96 -0.29
O -2.93 -1.16 1.93
F -1.39 -2.29 0.58
N 1.56 -0.25 -0.14
S 2.86 -0.67 -1.19
O 4.04 -1.36 -0.59
O 3.08 0.28 -2.29
F 2.08 -1.88 -1.92
S 2.46 0.71 0.59
O 2.87 2.03 0.07
O 3.24 0.14 1.71
F 1.26 1.27 1.52
```

Löwdin charges in e: 1.43, -0.50, 0.56, -0.15, -0.14, -0.17, 0.64, -0.13, -0.12, -0.19, -0.48, 0.70, -0.15, -0.18, -0.15, 0.53, -0.15, -0.16, -0.18

[4]
# C18H46O9P3

A 3-piece molecular cluster, C18H46O9P3 overall (the ωB97M-V functional and the def2-TZVPD basis, the OMol25 dataset).

The value obtained for the HOMO energy is -12.20 eV. As for the charge: +1.

```
76
C18H46O9P3 (the ωB97M-V functional and the def2-TZVPD basis)
C 7.08 -0.94 -2.25
O 6.84 -0.25 -3.45
C 5.64 -0.62 -4.10
C 4.61 0.51 -4.13
C 4.32 1.17 -2.76
C 2.88 0.85 -2.30
C 2.82 -0.62 -1.79
P 2.09 -1.79 -2.99
H 7.71 -0.31 -1.63
H 7.54 -1.92 -2.40
H 6.15 -1.11 -1.69
H 5.90 -0.85 -5.14
H 5.26 -1.56 -3.68
H 4.95 1.27 -4.83
H 3.68 0.09 -4.52
H 4.34 2.25 -2.90
H 5.02 0.86 -1.99
H 2.25 1.01 -3.19
H 2.56 1.53 -1.51
H 3.85 -0.95 -1.62
H 2.29 -0.59 -0.83
H 1.47 -1.18 -4.08
H 1.19 -2.71 -2.44
H 3.11 -2.58 -3.53
O 2.24 2.27 1.05
P 1.50 2.73 2.25
O 2.32 2.14 3.52
C 3.64 2.62 3.79
C 3.63 4.00 4.42
O 0.22 1.71 2.22
C -0.21 1.14 0.99
C 0.24 -0.31 0.92
O 0.70 3.89 2.99
C -0.47 3.71 3.82
C -0.22 2.92 5.08
H 4.23 2.61 2.87
H 4.10 1.90 4.47
H 3.25 4.74 3.72
H 4.64 4.29 4.71
H 2.99 4.01 5.30
H 0.17 1.71 0.14
H -1.30 1.19 0.96
H 1.31 -0.41 1.11
H 0.02 -0.73 -0.07
H -0.28 -0.90 1.67
H -1.28 3.28 3.24
H -0.78 4.72 4.08
H -0.03 1.87 4.88
H -1.10 2.98 5.73
H 0.64 3.32 5.63
O -3.21 -1.05 0.13
P -4.65 -1.31 -0.14
O -4.96 -2.66 0.71
C -4.92 -2.60 2.15
C -6.16 -1.94 2.72
O -4.52 -1.94 -1.65
C -3.48 -1.49 -2.51
C -2.31 -2.44 -2.52
O -6.15 -0.82 -0.34
C -7.09 -1.38 -1.28
C -7.48 -2.81 -1.01
H -4.02 -2.09 2.48
H -4.86 -3.63 2.49
H -6.20 -0.88 2.44
H -6.16 -2.01 3.81
H -7.06 -2.41 2.34
H -3.13 -0.50 -2.22
H -3.92 -1.40 -3.50
H -1.96 -2.64 -1.50
H -1.48 -2.00 -3.10
H -2.57 -3.40 -2.95
H -6.74 -1.24 -2.30
H -7.98 -0.75 -1.19
H -6.66 -3.50 -1.21
H -8.31 -3.09 -1.65
H -7.78 -2.95 0.03
```

Löwdin charges in e: -0.10, -0.17, -0.25, -0.16, -0.17, -0.22, -0.33, 1.09, 0.10, 0.10, 0.07, 0.13, 0.09, 0.12, 0.09, 0.12, 0.11, 0.10, 0.10, 0.07, 0.07, 0.01, 0.00, 0.00, -0.24, 0.54, -0.20, -0.27, -0.07, -0.22, -0.28, -0.08, -0.20, -0.24, -0.07, 0.11, 0.12, 0.07, 0.08, 0.07, 0.10, 0.12, 0.07, 0.06, 0.08, 0.11, 0.12, 0.07, 0.09, 0.07, -0.23, 0.55, -0.20, -0.27, -0.07, -0.22, -0.29, -0.09, -0.20, -0.24, -0.07, 0.11, 0.12, 0.07, 0.08, 0.07, 0.11, 0.12, 0.07, 0.05, 0.08, 0.11, 0.12, 0.07, 0.09, 0.07

[5]
# C3H8O3

A 2-piece molecular cluster, C3H8O3 overall (the ωB97M-V functional and the def2-TZVPD basis, the OMol25 dataset).

The value obtained for the HOMO energy is -10.07 eV. As for the SMILES: O=CCCO.O. As for the relative energy (zero: lowest compared OMol25 entry of this formula, charge and spin): 27.03 kcal per mole.

```
14
C3H8O3 (the ωB97M-V functional and the def2-TZVPD basis)
O -0.44 1.75 -1.24
C -0.32 0.56 -1.41
C 0.76 -0.29 -0.81
C 0.13 -1.45 -0.08
O -1.01 -0.95 0.68
H -1.05 0.06 -2.07
H 1.36 -0.64 -1.66
H 1.38 0.30 -0.14
H -0.37 -2.18 -0.72
H 0.78 -1.95 0.63
H -0.65 -0.49 1.46
H 0.03 2.23 2.38
H -0.41 1.63 1.03
O -0.19 1.40 1.95
```

natural (NBO) charges in e: -0.55, 0.47, -0.55, -0.07, -0.74, 0.12, 0.23, 0.23, 0.19, 0.19, 0.49, 0.48, 0.49, -0.97

[6]
# C37H32BrFeNO2PSSi

C37H32BrFeNO2PSSi as an isolated structure (the ωB97M-V functional and the def2-TZVPD basis, the OMol25 dataset).

The value obtained for the HOMO energy (spin up / spin down) is -7.71 / -7.67 eV. Its multiplicity is 2. The expectation value of S² is 0.829. As for the relative energy (zero: lowest compared OMol25 entry of this formula, charge and spin): 27.59 kcal per mole.

```
77
C37H32BrFeNO2PSSi (the ωB97M-V functional and the def2-TZVPD basis)
Fe -0.19 0.45 -0.09
C 6.16 -1.21 0.48
C 5.79 -1.13 -0.86
C 4.55 -0.62 -1.21
C 3.66 -0.20 -0.22
C 4.04 -0.28 1.12
C 5.28 -0.78 1.47
P 2.07 0.57 -0.60
C 1.66 -0.17 -2.25
C 1.82 -1.55 -2.45
C 1.39 -2.14 -3.62
C 0.80 -1.38 -4.62
C 0.65 -0.01 -4.44
C 1.08 0.59 -3.26
C 2.35 2.28 -1.02
C 3.54 2.87 -1.33
C 3.58 4.25 -1.63
C 2.43 4.99 -1.58
C 1.19 4.41 -1.22
C 0.01 5.18 -1.13
C -1.15 4.58 -0.76
C -1.21 3.20 -0.49
C -0.10 2.38 -0.57
C 1.13 3.02 -0.94
H 7.13 -1.60 0.75
H 6.48 -1.45 -1.63
H 4.27 -0.56 -2.25
H 3.35 0.05 1.89
H 5.57 -0.84 2.51
H 2.26 -2.16 -1.67
H 1.51 -3.21 -3.75
H 0.46 -1.85 -5.53
H 0.20 0.59 -5.21
H 0.95 1.66 -3.13
H 4.45 2.28 -1.37
H 4.52 4.71 -1.90
H 2.46 6.05 -1.79
H 0.06 6.25 -1.32
H -2.06 5.17 -0.67
H -2.17 2.80 -0.20
C -2.00 0.74 5.11
Si -3.57 0.68 4.14
C -4.59 2.20 4.47
C -4.53 -0.85 4.65
C -3.35 0.56 2.27
C -4.49 0.34 1.50
C -4.44 0.21 0.11
C -3.21 0.33 -0.51
N -2.11 0.57 0.20
C -2.16 0.67 1.54
S -0.54 0.89 2.09
H -2.25 0.71 6.18
H -1.43 1.66 4.92
H -1.34 -0.10 4.89
H -4.85 2.28 5.53
H -5.52 2.20 3.89
H -4.04 3.10 4.19
H -4.76 -0.83 5.72
H -3.93 -1.74 4.45
H -5.47 -0.95 4.11
H -5.45 0.24 1.99
H -5.32 0.02 -0.47
H -3.09 0.23 -1.58
Br -2.39 -3.09 -3.01
C -1.30 -4.06 -1.79
C -1.32 -5.44 -1.96
C -0.56 -6.25 -1.13
C 0.22 -5.68 -0.13
C 0.23 -4.31 0.02
C -0.52 -3.47 -0.80
C -0.39 -2.00 -0.55
O -1.00 -1.15 -1.25
O 0.36 -1.60 0.38
H -1.94 -5.87 -2.73
H -0.58 -7.32 -1.28
H 0.81 -6.31 0.52
H 0.82 -3.84 0.80
```

Löwdin charges in e: 0.30, -0.08, -0.07, -0.09, -0.33, -0.08, -0.08, 1.12, -0.32, -0.12, -0.07, -0.09, -0.07, -0.07, -0.31, -0.06, -0.07, -0.03, -0.17, -0.04, -0.07, -0.09, -0.16, -0.20, 0.10, 0.11, 0.11, 0.11, 0.11, 0.12, 0.11, 0.10, 0.11, 0.10, 0.10, 0.10, 0.11, 0.11, 0.10, 0.09, -0.21, 0.50, -0.17, -0.18, -0.22, -0.08, -0.04, -0.10, -0.10, -0.66, 0.80, 0.03, 0.02, 0.02, 0.03, 0.03, 0.04, 0.03, 0.04, 0.03, 0.10, 0.10, 0.12, 0.81, -0.59, -0.14, -0.08, -0.07, -0.01, -0.15, -0.61, -0.10, -0.08, 0.09, 0.11, 0.10, 0.12